P | # C2H11NO2

A cluster of 3 separate species, C2H11NO2 in total (the ωB97M-V functional and the def2-TZVPD basis, OMol25).

## Properties
SMILES = CNC.O.O
Orbital gap = 0.343 hartree
Spin multiplicity = 1
E_LUMO = 0.58 eV

Element x y z (Å)
C  0.6815  0.4817  2.2005
N  0.4332  -0.9359  1.8237
C  -0.7733  -1.0122  0.9875
H  0.1099  0.7027  3.1002
H  0.3904  1.1767  1.4114
H  1.7517  0.5368  2.4175
H  1.1745  -1.3397  1.2673
H  -0.7492  -0.2238  0.2314
H  -0.7390  -2.0376  0.6084
H  -1.7557  -1.0623  1.4968
O  1.2845  -0.0113  -1.8915
H  0.5114  0.5003  -2.1512
H  2.0794  0.3249  -2.3280
O  -1.1771  1.2178  -3.1129
H  -1.5479  0.9273  -2.2835
H  -1.6745  0.7547  -3.7775



Q | # C2H11NO2

A cluster of 3 separate species, C2H11NO2 in total (the ωB97M-V functional and the def2-TZVPD basis, OMol25).

## Properties
SMILES = CNC.O.O
Orbital gap = 0.321 hartree
Spin multiplicity = 1
E_LUMO = 0.33 eV

Element x y z (Å)
C  -1.5361  -0.0253  -1.6720
N  -1.3262  -0.5228  -0.3332
C  -1.1681  -1.9581  -0.2599
H  -2.5476  -0.2715  -1.9916
H  -0.7701  -0.3853  -2.3772
H  -1.4473  1.0647  -1.6508
H  -0.5731  -0.0499  0.1398
H  -0.2315  -2.3354  -0.7053
H  -1.1599  -2.2962  0.7750
H  -1.9858  -2.4548  -0.7998
O  0.4715  1.4172  2.0071
H  1.0579  0.7549  1.6068
H  0.9892  2.2202  1.8758
O  2.8245  0.8805  0.2150
H  2.8807  0.1790  -0.4444
H  3.7184  1.2425  0.2088



Referenced to the most stable arrangement, the calculated values in kJ/mol are P 21.6; Q 0.0.